1.
Molecular formula: C22H36BN2O15
Method: DFT, ωB97M-V/def2-TZVPD

The geometry in XYZ format:
```
76
C22H36BN2O15 ωB97M-V/def2-TZVPD
C 2.052 -3.118 -1.747
O 2.324 -2.543 -0.429
C 0.976 -2.251 0.113
B 0.987 -1.757 1.673
O 2.053 -0.671 1.779
C 1.327 0.513 1.586
N 0.776 1.471 1.107
N 1.170 -2.843 2.718
C 0.093 -3.865 2.723
C 2.513 -3.405 2.769
C 3.035 -4.699 2.005
O 3.347 -2.830 3.539
H 1.380 -2.358 -2.285
H 3.016 -3.304 -2.337
H 1.519 -4.131 -1.674
H 0.257 -3.103 -0.131
H 0.607 -1.344 -0.512
H -0.069 -1.218 1.874
H 0.473 -4.850 3.172
H -0.389 -4.085 1.716
H -0.729 -3.492 3.439
H 4.172 -4.768 2.167
H 2.530 -5.654 2.401
H 2.872 -4.691 0.879
C 4.980 1.726 -1.939
C 4.384 1.149 -3.203
C 2.899 1.340 -3.310
O 2.500 0.221 -4.095
C 3.422 -0.756 -3.878
O 3.293 -1.896 -4.217
O 4.510 -0.271 -3.220
H 6.070 1.649 -1.968
H 4.711 2.776 -1.816
H 4.651 1.166 -1.059
H 4.902 1.547 -4.083
H 2.638 2.275 -3.811
H 2.381 1.295 -2.347
C 3.080 3.611 1.954
C 4.500 4.062 1.695
C 4.764 5.483 2.099
O 5.797 5.874 1.200
C 5.655 5.107 0.085
O 6.227 5.305 -0.950
O 4.778 4.089 0.294
H 2.976 2.546 1.739
H 2.792 3.782 2.994
H 2.375 4.129 1.298
H 5.209 3.374 2.168
H 5.103 5.562 3.134
H 3.906 6.146 1.954
C -2.324 0.348 -2.484
C -2.995 -0.872 -1.890
C -4.266 -0.560 -1.154
O -4.317 -1.594 -0.177
C -3.029 -1.975 0.059
O -2.689 -2.681 0.965
O -2.183 -1.447 -0.868
H -1.467 0.048 -3.092
H -3.014 0.914 -3.114
H -1.936 1.004 -1.700
H -3.156 -1.630 -2.663
H -5.138 -0.601 -1.803
H -4.248 0.405 -0.641
C -9.302 -0.440 1.369
C -7.891 0.012 1.061
C -7.627 1.446 1.420
O -6.621 1.817 0.485
C -6.786 1.020 -0.605
O -6.241 1.191 -1.656
O -7.651 0.001 -0.345
H -9.402 -1.513 1.185
H -9.565 -0.243 2.410
H -10.026 0.056 0.717
H -7.166 -0.658 1.535
H -7.262 1.555 2.443
H -8.493 2.099 1.279
```

Calculated values
E_tot = -2122.9405 Ha
Charge = -1
Orbital gap = 6.44 eV
Spin multiplicity = 1
HOMO energy = -4.49 eV

Atom charges from the Mulliken analysis, given in e for atoms 1 to 5: -0.565, -0.394, -0.184, 0.884, -0.524

2.
Molecular formula: C22H36Cl18F3IN3P
Method: DFT, ωB97M-V/def2-TZVPD

The geometry in XYZ format:
```
84
C22H36Cl18F3IN3P ωB97M-V/def2-TZVPD
C 4.011 3.782 2.565
C 3.897 3.130 3.987
P 4.991 1.659 4.350
C 6.284 1.592 2.980
C 4.016 -0.016 4.299
C 4.201 -0.449 5.771
N 4.149 -0.701 6.862
C 4.849 -1.180 3.614
C 4.837 -1.307 2.092
N 5.878 -1.200 1.388
C 2.485 0.016 4.021
C 2.075 -1.451 3.764
N 1.828 -2.523 3.544
C 1.879 0.789 2.810
C 2.690 0.895 1.493
C 2.013 1.954 0.547
I 0.799 0.888 -0.929
C 1.566 0.375 5.260
F 0.324 0.736 4.846
F 1.313 -0.684 6.023
F 2.006 1.413 5.958
H 4.445 3.155 1.773
H 2.981 4.037 2.234
H 4.542 4.751 2.602
H 4.248 3.906 4.698
H 2.834 2.994 4.234
H 5.864 1.487 1.969
H 7.025 0.828 3.255
H 6.818 2.564 3.015
H 4.611 -2.166 4.063
H 5.897 -0.991 3.928
H 3.922 -1.550 1.526
H 6.683 -0.996 1.991
H 1.514 1.809 3.041
H 0.951 0.251 2.530
H 2.566 -0.066 0.959
H 3.776 1.046 1.592
H 1.285 2.582 1.085
H 2.749 2.537 -0.023
C -1.559 -2.059 -2.567
Cl -1.799 -3.634 -3.336
Cl -0.751 -0.917 -3.659
H -2.531 -1.648 -2.284
H -0.941 -2.190 -1.683
C -2.327 3.694 -1.750
Cl -2.793 1.993 -1.607
Cl -0.642 3.944 -1.277
H -2.452 4.010 -2.781
H -2.966 4.283 -1.101
C -4.208 -1.943 0.552
Cl -4.450 -3.526 -0.195
Cl -3.393 -0.824 -0.552
H -5.176 -1.528 0.818
H -3.599 -2.065 1.441
C -4.607 -0.349 -4.072
Cl -5.761 -0.132 -5.395
Cl -4.990 -1.771 -3.100
H -3.612 -0.470 -4.489
H -4.636 0.531 -3.434
C -0.721 2.062 -6.001
Cl 0.152 2.008 -4.458
Cl -2.323 1.331 -5.881
H -0.836 3.098 -6.299
H -0.145 1.524 -6.746
C -1.510 1.068 -9.907
Cl -1.430 -0.264 -8.743
Cl -1.097 2.624 -9.177
H -0.811 0.868 -10.712
H -2.520 1.126 -10.299
C -8.472 -3.294 -0.746
Cl -7.875 -2.860 0.861
Cl -10.212 -3.597 -0.729
H -8.265 -2.476 -1.429
H -7.962 -4.192 -1.077
C 4.993 -3.966 7.269
Cl 3.793 -3.836 5.979
Cl 4.691 -5.373 8.295
H 5.978 -4.062 6.823
H 4.947 -3.068 7.878
C -9.077 -1.661 -6.761
Cl -10.584 -1.237 -5.941
Cl -9.164 -1.317 -8.493
H -8.269 -1.081 -6.329
H -8.889 -2.721 -6.623
```

Calculated values
E_tot = -10246.1120 Ha
Energy relative to the best compared isomer or geometry (same formula, charge and spin) = 0.0 kcal per mole
Orbital gap = 9.12 eV
SMILES string = [H]/N=C\C[C@@](C#N)(P(C)CC)[C@](C#N)(CCCI)C(F)(F)F.ClCCl.ClCCl.ClCCl.ClCCl.ClCCl.ClCCl.ClCCl.ClCCl.ClCCl
Spin multiplicity = 1
HOMO energy = -9.02 eV

Atom charges from the Mulliken analysis, given in e for atoms 1 to 5: -1.073, -0.409, -0.206, -1.179, 2.111